Entry from OMol25: an isolated molecule of C3H9N3 (wB97M-V/def2-TZVPD).

Values from the calculation:
**Energy relative to the best compared isomer or geometry (same formula, charge and spin)**: 22.9 kJ/mol
**Strongest force on any atom**: 1.4 eV/A
**Lowest unoccupied orbital energy**: 0.943 eV
**Frontier orbital gap**: 9.800 eV

```
! RIJCOSX wB97M-V def2-TZVPD def2/J DEFGRID3
* xyz 0 1
H -1.97 -1.92 -0.95
N -2.18 -0.97 -1.21
C -1.38 -0.13 -0.69
N -1.53 1.22 -0.89
N -0.30 -0.46 0.16
C 0.94 0.33 0.13
C 1.91 -0.25 1.17
H -1.46 1.78 -0.06
H -2.34 1.47 -1.44
H -0.09 -1.44 0.04
H 1.41 0.26 -0.85
H 0.62 1.32 0.42
H 2.60 0.54 1.44
H 1.34 -0.64 2.00
H 2.42 -1.10 0.72
*
```